Entry 1:
This record from OMol25 describes a structure of composition C22H37N2PSiZr. The level of theory is the ωB97M-V functional and the def2-TZVPD basis.

Structure (XYZ):
```
64
Properties=species:S:1:pos:R:3:forces:R:3
C 0.896706 -2.121933 -4.306170 0.630 0.117 -0.121
C -0.354242 -1.728491 -3.872044 -0.489 0.103 -0.066
C -0.596476 -1.274073 -2.573037 0.252 0.380 -0.159
C 0.475732 -1.172150 -1.664514 0.577 -0.426 -0.460
C 1.746193 -1.650107 -2.093652 0.106 0.103 0.132
C 1.957183 -2.066795 -3.402718 0.431 -0.534 0.135
C -1.991510 -0.788641 -2.232421 -1.100 0.305 -0.630
C -2.700953 -1.263961 -0.919327 -0.742 1.058 -1.028
N -1.831629 -1.749811 0.125395 1.220 -0.264 1.387
Zr 0.059358 -0.388583 0.285111 -2.615 0.632 -1.337
C 2.921123 -1.717178 -1.123782 0.704 0.397 0.007
P 2.442764 -2.111380 0.552976 -2.076 -0.117 0.940
H -1.172573 -1.721017 -4.577510 -0.132 -0.166 -0.043
H 2.964630 -2.409816 -3.683520 -0.579 0.187 0.001
H 1.079383 -2.453247 -5.342242 -0.251 0.218 0.675
H 3.502300 -0.776544 -1.048509 -0.205 -0.287 -0.293
H 3.648874 -2.511813 -1.321827 0.026 0.159 -0.684
H -2.043220 0.333007 -2.280895 0.244 -0.915 0.165
H -2.669521 -1.122313 -3.054207 0.518 0.355 0.526
H -3.281839 -0.406921 -0.527712 0.320 -0.403 -0.125
C 3.794280 -1.801414 1.702939 0.356 0.373 0.054
C 2.054570 -3.843504 0.691405 0.046 -0.606 -0.195
H -3.433730 -2.044945 -1.135593 0.015 -0.038 -0.119
C -1.508562 -3.191687 -0.099109 0.452 0.124 -0.070
C -2.498067 -1.636893 1.446566 -0.018 0.300 0.544
H 1.522258 0.241279 1.241938 -0.248 -0.658 3.012
H -2.455544 -3.744435 -0.136386 0.279 -0.072 0.044
H -0.943650 -3.303192 -1.029786 -0.376 -0.017 0.094
H -0.864577 -3.567175 0.710472 -0.395 0.110 -0.099
H -3.403066 -2.272881 1.457198 0.363 0.330 0.226
H -1.806654 -1.937262 2.265233 -0.410 -0.143 -0.486
H -2.758960 -0.581729 1.639071 -0.137 -0.382 -0.130
H 3.006259 -4.386131 0.623671 -0.407 -0.322 0.152
H 1.503723 -4.057881 1.622291 0.540 0.050 -0.225
H 1.395809 -4.128289 -0.132954 0.198 -0.065 -0.050
H 4.644651 -2.476215 1.459409 -0.444 0.521 0.339
H 4.097134 -0.744307 1.633054 0.161 -0.372 -0.136
H 3.451554 -1.925783 2.744527 0.165 -0.323 -0.445
H 1.337439 -0.599739 1.636074 2.364 2.459 -0.581
C 0.258772 2.252165 -2.260935 -0.147 -0.215 0.135
Si 0.106083 2.965301 -0.534997 0.200 0.554 -0.216
C 1.768309 3.612210 0.012624 0.037 -0.033 0.004
C -1.149643 4.345044 -0.541380 -0.132 -0.097 0.002
N -0.381196 1.662117 0.607667 0.073 -1.572 -0.907
C -0.883337 2.137574 1.879064 0.136 -0.409 0.293
C 0.021772 2.311400 2.942174 -0.269 -0.392 -0.160
C -0.455512 2.708610 4.191888 -0.388 0.305 0.289
C -1.829876 2.961467 4.389412 0.324 -0.221 -0.580
C -2.729302 2.778929 3.314877 0.340 0.336 0.542
C -2.261101 2.385819 2.062499 0.414 -0.433 -0.065
H 0.732063 3.026201 -2.877055 -0.038 -0.193 0.019
H -0.722398 2.031705 -2.688724 0.009 0.166 -0.047
H 0.837459 1.328103 -2.352519 0.192 0.190 -0.031
H 2.059363 4.467984 -0.617194 0.042 -0.351 0.138
H 1.730149 3.974518 1.039660 -0.036 0.071 0.079
H 2.548625 2.837619 -0.023130 -0.064 0.222 -0.144
H -2.107712 3.988940 -0.939999 0.069 0.093 0.134
H -1.314642 4.739956 0.470771 0.017 -0.017 -0.293
H -0.822866 5.170641 -1.197191 0.003 -0.316 0.289
H 1.082532 2.062917 2.762707 -0.595 0.378 0.251
H 0.249095 2.847976 5.022477 -0.371 -0.083 -0.396
H -2.191325 3.299721 5.369014 0.167 -0.218 -0.526
H -3.793925 2.982895 3.474672 0.445 -0.134 -0.149
H -2.938537 2.224137 1.214206 0.231 0.201 0.387
```
Forces are in eV/Å.

**LUMO energy**: -0.3044 Eh
**Net charge**: +2
**Energy**: -1647.32146 Eh
**Orbital gap**: 5.73 eV


Entry 2:
This record from OMol25 describes the molecule C22H37N3O3. The level of theory is the ωB97M-V functional and the def2-TZVPD basis.

Structure (XYZ):
```
65
Properties=species:S:1:pos:R:3:forces:R:3
C -3.667214 -2.013075 -0.448653 -0.005 -0.001 0.003
C -2.549950 -2.286430 0.554626 -0.008 0.039 0.001
C -1.291956 -2.930447 -0.059641 0.029 0.005 -0.040
C -1.657659 -4.244835 -0.780541 0.007 -0.002 0.021
C -2.454302 -5.256237 0.037177 -0.004 -0.003 -0.006
C -0.642581 -1.980012 -1.105347 -0.004 -0.022 0.031
C 0.851203 -2.196714 -1.331920 -0.014 0.005 0.007
C -0.270431 -3.283868 1.042829 0.045 -0.027 -0.042
O 0.219944 -4.400072 1.110379 -0.007 0.041 0.019
N 0.108299 -2.353113 1.971804 0.006 0.042 0.051
C 1.135275 -2.783870 2.961491 0.005 -0.034 -0.016
C 1.295568 -1.486461 3.715876 0.008 0.052 -0.061
O 2.455320 -1.098364 4.433102 -0.007 -0.033 0.035
N 2.432094 0.323291 4.378632 -0.030 0.034 0.001
C 1.682602 0.703556 3.416259 0.096 0.005 0.020
C 1.494868 2.154713 3.070745 -0.131 -0.107 0.025
N 0.942292 2.284202 1.737613 -0.029 0.149 0.081
C 1.586726 2.951863 0.734389 0.018 0.089 0.028
O 2.705125 3.409118 0.867085 -0.014 -0.063 -0.022
C 0.805705 3.067886 -0.561758 0.014 -0.074 -0.059
C 0.583734 4.550027 -0.889256 0.006 0.010 0.011
C -0.434059 4.766025 -2.011776 0.004 0.006 0.002
C 0.139626 4.763496 -3.431463 0.006 -0.001 -0.001
C 1.225885 3.718867 -3.703803 -0.018 -0.008 -0.003
C 0.998988 2.353210 -3.049114 0.015 0.003 0.006
C 1.558896 2.267341 -1.629411 -0.023 -0.024 -0.013
C 1.229964 -0.474373 2.611278 0.051 -0.032 0.018
C -0.056606 -0.878016 1.931291 -0.037 -0.037 -0.025
H -4.498362 -1.505810 0.042472 -0.002 0.000 -0.001
H -3.327380 -1.371957 -1.263969 0.001 -0.002 0.004
H -4.056090 -2.931472 -0.887251 -0.004 -0.006 0.000
H -2.283198 -1.340059 1.025714 -0.006 -0.009 0.005
H -2.925937 -2.927886 1.355607 0.001 0.000 -0.003
H -2.225357 -3.979602 -1.675543 -0.005 0.002 -0.007
H -0.734312 -4.712612 -1.122241 0.004 0.000 -0.003
H -2.596407 -6.171275 -0.539487 -0.003 0.005 -0.002
H -1.931740 -5.521955 0.954282 -0.001 0.003 -0.009
H -3.445762 -4.881512 0.298021 -0.008 0.002 -0.002
H -1.168161 -2.126792 -2.050982 -0.007 -0.010 -0.001
H -0.827218 -0.935723 -0.836151 -0.002 -0.008 -0.013
H 1.206003 -1.590958 -2.166711 0.000 0.002 0.004
H 1.438869 -1.925228 -0.451270 0.000 0.002 -0.001
H 1.071257 -3.240975 -1.555532 -0.001 -0.004 -0.003
H 0.763676 -3.619071 3.549293 -0.003 0.001 -0.006
H 2.054982 -3.092119 2.459468 -0.003 -0.001 0.003
H 0.428270 -1.343390 4.379427 0.004 0.007 0.003
H 0.825201 2.618964 3.798375 0.029 0.014 0.017
H 2.444855 2.684756 3.102985 0.000 -0.007 -0.051
H -0.031558 2.074819 1.601632 0.002 -0.013 0.004
H -0.181937 2.607315 -0.423557 0.001 0.025 -0.004
H 0.221958 5.041593 0.018381 0.003 0.003 -0.006
H 1.543055 5.017932 -1.123829 0.000 -0.006 0.001
H -1.208826 3.997224 -1.927104 -0.005 -0.001 -0.001
H -0.947539 5.717065 -1.855018 -0.002 -0.004 0.001
H -0.687063 4.615929 -4.131974 0.001 0.001 0.001
H 0.550135 5.751904 -3.654530 -0.001 -0.002 0.000
H 1.315968 3.597266 -4.785445 0.002 0.000 0.002
H 2.194922 4.097780 -3.366489 0.004 0.002 0.002
H -0.065506 2.092730 -3.061503 -0.001 0.004 0.001
H 1.502930 1.588737 -3.644879 -0.002 -0.004 -0.001
H 2.596662 2.610519 -1.636042 0.010 0.002 -0.003
H 1.581242 1.218846 -1.311176 0.006 0.003 -0.003
H 2.048191 -0.683741 1.905684 0.004 -0.010 -0.011
H -0.134360 -0.518153 0.910999 -0.006 -0.004 0.007
H -0.938788 -0.560789 2.496481 0.009 0.004 0.003
```
Forces are in eV/Å.

**LUMO energy**: 0.0079 Eh
**Net charge**: 0
**Energy**: -1250.45185 Eh
**Orbital gap**: 9.81 eV
**ΔE to the lowest compared entry with this formula, charge and spin**: 203.4 kJ/mol


Entry 3:
This record from OMol25 describes the molecule C22H37N3O3S. The level of theory is the ωB97M-V functional and the def2-TZVPD basis.

Structure (XYZ):
```
66
Properties=species:S:1:pos:R:3:forces:R:3
C -1.100562 -5.336739 -1.289447 0.010 0.276 -0.004
H -0.121597 -5.786280 -1.432932 0.057 -0.096 -0.014
C -0.980921 -3.817517 -1.219108 0.075 -0.243 0.013
C -2.324043 -3.147139 -1.020394 0.410 0.847 0.079
H -2.991186 -3.284808 -1.866104 -0.138 -0.012 -0.097
H -2.814920 -3.473753 -0.106887 -0.101 0.056 0.118
S -2.082400 -1.354592 -0.857801 -0.434 -0.958 -0.233
O -3.373909 -0.756852 -0.666339 -0.142 -0.032 -0.314
O -1.076968 -1.126471 0.142280 0.346 -0.059 -0.091
N -1.467162 -0.986268 -2.377465 -0.300 -0.266 0.890
C -0.139022 -0.410580 -2.377017 0.562 0.131 0.378
H 0.468753 -0.994542 -1.686277 0.178 0.069 -0.154
C -0.173747 1.061748 -1.953115 0.192 0.092 -0.448
C 1.251109 1.609186 -1.949910 -0.505 -0.203 0.205
O 1.774922 2.096644 -2.935054 0.110 0.129 -0.412
N 1.872412 1.467106 -0.769967 0.149 -0.057 0.300
H 1.419034 1.063215 0.047474 -0.136 0.079 -0.172
C 3.237040 1.880796 -0.543410 0.141 0.212 -0.075
C 3.396783 2.446952 0.865070 0.013 -0.392 -0.020
H 4.404487 2.852655 0.971329 0.006 0.054 0.015
H 2.688945 3.265500 1.000999 0.002 0.116 0.022
C 3.185749 1.379280 1.945988 0.156 0.340 -0.012
N 1.812907 0.891616 1.974915 -0.110 0.047 0.053
C 0.928804 1.766922 2.744714 -0.045 -0.028 -0.027
C -0.487103 1.720441 2.231138 0.028 0.069 0.137
C -0.861034 2.518829 1.157880 -0.014 0.027 0.076
C -2.157626 2.490341 0.674816 -0.020 0.083 -0.054
C -3.095445 1.650062 1.248541 -0.052 0.019 0.024
C -2.732308 0.852722 2.318681 -0.097 -0.022 0.056
C -1.440891 0.895581 2.812267 0.010 0.061 0.027
H -1.175088 0.286574 3.665516 0.052 -0.059 0.084
H -3.459820 0.195637 2.771066 -0.067 -0.068 0.038
H -4.101943 1.611249 0.862136 -0.083 -0.011 -0.048
H -2.434366 3.127755 -0.153072 -0.030 0.052 -0.082
H -0.131684 3.172252 0.699136 0.101 0.080 -0.042
H 1.301263 2.788911 2.645122 -0.007 -0.053 0.072
H 0.942113 1.511723 3.816584 0.056 0.066 -0.051
C 1.657091 -0.519895 2.327510 0.135 -0.402 0.043
C 2.062176 -1.420269 1.160213 -0.237 0.178 0.200
H 1.368114 -1.273330 0.338512 0.001 -0.028 -0.137
H 3.073393 -1.216771 0.817240 0.163 0.001 -0.030
H 2.009325 -2.460863 1.471000 0.024 -0.150 -0.013
C 2.392558 -0.932060 3.611280 -0.253 0.213 -0.197
H 2.072574 -1.925452 3.914745 0.006 -0.112 0.055
H 3.469415 -0.951633 3.458910 0.126 -0.018 0.001
H 2.173439 -0.243126 4.424613 0.015 0.032 0.140
H 0.582916 -0.668388 2.472087 0.089 -0.006 0.019
H 3.850153 0.543155 1.724871 0.045 -0.007 0.053
H 3.487659 1.792700 2.922180 0.012 -0.137 -0.016
H 3.486960 2.629622 -1.300623 0.021 -0.137 0.087
H 3.914751 1.026833 -0.676578 0.055 0.091 -0.026
C -1.074689 1.828484 -2.920617 -0.043 -0.045 0.192
C -2.467039 1.203132 -2.938522 0.152 -0.076 -0.127
C -2.383658 -0.288603 -3.259367 -0.663 0.283 -0.153
H -3.361724 -0.755776 -3.140879 -0.025 0.064 -0.251
H -2.032505 -0.443616 -4.284830 -0.028 -0.050 0.056
H -3.098573 1.698395 -3.678000 -0.057 0.009 0.020
H -2.930254 1.308702 -1.956079 -0.089 0.060 -0.035
H -1.135729 2.874835 -2.616374 0.030 0.052 -0.065
H -0.626169 1.798843 -3.916215 0.038 0.073 -0.001
H -0.590072 1.101437 -0.942850 0.107 0.015 -0.072
H 0.274962 -0.503353 -3.385936 -0.030 -0.030 0.036
H -0.534896 -3.438334 -2.140066 0.067 0.009 0.022
H -0.333039 -3.532050 -0.388630 0.076 -0.011 -0.040
H -1.528316 -5.729558 -0.370309 -0.048 -0.109 0.089
H -1.739400 -5.631213 -2.118644 -0.066 -0.109 -0.086
```
Forces are in eV/Å.

**LUMO energy**: 0.0207 Eh
**Net charge**: 0
**Energy**: -1648.70713 Eh
**Orbital gap**: 9.16 eV


Entry 4:
This record from OMol25 describes a structure of composition C22H37N3O4Si2. The level of theory is the ωB97M-V functional and the def2-TZVPD basis.

Structure (XYZ):
```
68
Properties=species:S:1:pos:R:3:forces:R:3
C 0.293212 4.218518 -1.130707 -0.020 -0.522 -0.296
C -0.511261 4.143784 -2.413122 0.561 -0.115 0.087
C -1.804720 4.624724 -2.509641 -0.371 0.403 1.040
C -2.549884 4.539825 -3.662315 -0.522 0.031 -0.668
C -1.997742 3.987365 -4.804950 -0.160 -0.166 -0.090
C -0.709777 3.503824 -4.733005 0.203 -0.207 -0.659
C 0.032093 3.570020 -3.564565 0.358 -0.411 -0.343
C 1.414628 2.960775 -3.606148 -0.423 0.738 0.239
N 1.441314 1.539669 -3.148349 0.380 -0.138 0.238
C 2.623057 1.011658 -2.784291 0.515 0.838 -0.195
C 2.764430 -0.268110 -2.347223 0.429 -1.225 0.881
C 4.157170 -0.827894 -1.977590 -0.428 0.479 -0.731
N 5.108505 -0.632686 -3.064823 0.057 -0.077 0.081
C 1.616634 -1.063980 -2.249149 -0.539 0.142 0.114
C 1.617205 -2.513048 -1.784734 0.325 -1.514 -0.973
O 1.771718 -3.405580 -2.590211 0.036 1.233 1.050
O 1.393911 -2.724894 -0.478199 -0.089 0.962 -0.995
C 0.389674 -0.515430 -2.614321 -0.150 -0.596 0.204
C -0.936565 -1.276897 -2.529884 1.213 0.298 0.552
O -1.455327 -1.560836 -3.825945 -1.043 0.744 0.317
O -0.430446 -1.689905 -4.773726 1.036 -0.670 -0.287
C 0.356785 0.779648 -3.072027 -1.223 -0.053 -0.130
H 0.367772 3.216128 -0.678886 -0.117 0.252 0.013
H 1.325635 4.512250 -1.361129 -0.277 0.265 0.308
H -0.156045 4.885564 -0.391578 0.165 -0.050 -0.198
H -2.253258 5.074256 -1.624219 0.080 -0.075 -0.157
H -3.576647 4.894706 -3.717195 0.218 0.049 0.271
H -2.566621 3.898819 -5.725840 0.074 0.094 0.154
H -0.257460 3.054229 -5.619641 -0.078 0.111 0.168
H 2.052474 3.535369 -2.926092 0.170 -0.403 -0.255
H 1.827881 2.987290 -4.620213 -0.073 -0.031 0.236
H 3.479591 1.679311 -2.855225 -0.198 -0.101 -0.010
H 4.028509 -1.895767 -1.768483 0.245 0.226 0.036
H 4.554193 -0.325668 -1.088100 -0.218 -0.212 -0.067
H 4.719029 -0.878847 -3.967141 0.067 -0.140 0.079
H 5.454575 0.316314 -3.120736 0.037 -0.070 0.088
H 1.086300 -1.857712 -0.151912 0.034 -0.400 0.917
H -0.806838 -2.179449 -1.914179 -0.071 0.001 -0.432
H -1.620493 -0.628335 -1.963585 -0.273 -0.250 -0.514
H -0.428148 -0.878118 -5.304843 -0.511 0.055 0.251
H -0.616216 1.163561 -3.374789 0.411 0.431 0.031
C -2.517778 -0.463092 6.925946 0.058 -0.340 0.256
Si -1.673211 -1.628433 5.699374 -0.108 1.043 -1.031
C -2.746483 -3.183592 5.603743 0.052 -0.157 0.458
C -0.010080 -2.104975 6.466307 -0.157 -0.256 0.382
N -1.520323 -0.832860 4.215864 0.357 -0.660 -0.184
Si -0.825314 -1.512677 2.856979 -0.836 0.695 1.541
C -1.735730 -3.046047 2.226052 0.394 -0.044 -0.637
C 1.001432 -1.960122 3.092629 0.129 -0.079 -0.729
C -0.884384 -0.234766 1.437651 0.306 -0.218 -0.343
H -2.631336 -0.949680 7.901428 -0.049 0.091 0.039
H -1.925355 0.443575 7.066022 -0.018 0.019 -0.050
H -3.510979 -0.182456 6.569141 0.025 0.034 -0.038
H -3.003676 -3.536789 6.609553 -0.028 -0.057 -0.039
H -2.231674 -4.001373 5.094961 -0.022 -0.006 -0.048
H -3.678606 -2.976010 5.074589 0.034 0.032 -0.047
H 0.676471 -1.256163 6.455933 -0.012 0.013 -0.056
H 0.457205 -2.938668 5.937515 0.039 0.024 -0.033
H -0.143677 -2.418187 7.508593 0.075 -0.006 0.001
H -1.571074 -3.906735 2.875175 -0.029 0.019 0.048
H -1.381179 -3.325986 1.223170 -0.077 -0.124 -0.006
H -2.808736 -2.857224 2.162282 0.007 0.032 0.071
H 1.545699 -1.128604 3.544135 -0.064 0.005 0.065
H 1.478175 -2.189114 2.128235 0.159 -0.082 0.085
H 1.120441 -2.840908 3.724020 -0.011 0.017 0.037
H -0.334360 0.668555 1.712458 -0.013 -0.002 0.034
H -1.916458 0.037952 1.208127 -0.008 -0.013 0.009
H -0.427859 -0.650073 0.518830 -0.036 0.093 -0.138
```
Forces are in eV/Å.

**LUMO energy**: -0.0888 Eh
**Net charge**: 0
**Energy**: -1904.59441 Eh
**Orbital gap**: 3.04 eV